[1]
Density functional theory data (ωB97M-V/def2-TZVPD) for an isolated molecule of C20H22N4O5.

Geometry as XYZ:
```
51
Properties=species:S:1:pos:R:3:nbo_charge:R:1
C -4.232 -3.423 -0.802 -0.631
C -4.496 -1.950 -0.877 0.029
C -5.186 -1.401 -1.947 -0.247
C -5.435 -0.039 -1.995 -0.181
C -5.005 0.786 -0.977 -0.287
C -4.316 0.244 0.105 0.378
O -3.914 1.143 1.067 -0.520
C -3.372 0.636 2.261 -0.164
C -1.956 0.065 2.117 0.624
O -1.513 -0.762 2.884 -0.602
N -1.285 0.632 1.080 -0.441
N -0.022 0.446 0.629 -0.251
C 0.745 -0.464 1.092 0.041
C 2.060 -0.703 0.525 -0.174
C 2.579 -1.976 0.716 -0.114
C 3.715 -2.399 0.041 -0.048
N 4.227 -3.712 0.254 0.530
O 3.676 -4.411 1.084 -0.390
O 5.189 -4.061 -0.406 -0.392
C 4.338 -1.547 -0.873 -0.129
C 3.865 -0.271 -1.040 -0.308
C 2.761 0.215 -0.312 0.342
N 2.372 1.515 -0.411 -0.433
C 2.715 2.357 -1.535 -0.244
C 3.864 3.309 -1.176 -0.081
O 3.515 4.087 -0.055 -0.521
C 3.206 3.270 1.049 -0.081
C 2.039 2.312 0.750 -0.234
C -4.060 -1.118 0.149 -0.341
H -5.016 -3.910 -0.221 0.224
H -4.223 -3.866 -1.795 0.219
H -3.281 -3.623 -0.315 0.220
H -5.527 -2.040 -2.748 0.211
H -5.971 0.382 -2.833 0.215
H -5.191 1.848 -0.995 0.220
H -3.322 1.489 2.946 0.222
H -4.015 -0.129 2.713 0.209
H -1.784 1.330 0.539 0.408
H 0.435 -1.169 1.860 0.215
H 2.076 -2.676 1.367 0.247
H 5.205 -1.899 -1.411 0.248
H 4.389 0.385 -1.716 0.217
H 2.957 1.754 -2.409 0.216
H 1.831 2.962 -1.766 0.206
H 4.058 4.011 -1.988 0.198
H 4.778 2.734 -0.964 0.163
H 2.943 3.945 1.864 0.198
H 4.090 2.679 1.337 0.163
H 1.878 1.679 1.618 0.224
H 1.132 2.887 0.545 0.203
H -3.516 -1.556 0.973 0.221
```

Summary:
* SMILES: Cc1cccc(OCC(=O)N/N=C/c2cc([N+](=O)[O-])ccc2N2CCOCC2)c1
* HOMO-LUMO gap: 0.28574 hartree

---

[2]
Density functional theory data (ωB97M-V/def2-TZVPD) for C6H10O2 as an isolated structure.

Geometry as XYZ:
```
18
Properties=species:S:1:pos:R:3:nbo_charge:R:1
C -1.510 0.944 1.682 -0.258
C 0.949 -0.582 -2.199 -0.641
C 0.405 1.227 -0.469 0.583
C 0.455 0.028 -0.938 -0.138
C -0.217 -0.889 0.197 -0.001
C 0.486 -1.863 0.863 -0.681
O -0.246 0.613 1.108 -0.574
O 0.606 2.518 -0.586 -0.638
H 1.079 2.835 0.201 0.507
H -1.223 -1.152 -0.128 0.197
H -2.328 0.830 0.961 0.169
H -1.475 1.981 2.024 0.181
H -1.696 0.288 2.534 0.205
H 1.504 -1.489 -1.937 0.246
H 0.104 -0.885 -2.826 0.227
H 1.581 0.100 -2.770 0.222
H 0.067 -2.851 0.992 0.203
H 1.459 -1.653 1.292 0.191
```

Summary:
* HOMO-LUMO gap: 0.26060 hartree

---

[3]
Density functional theory data (ωB97M-V/def2-TZVPD) for a 2-piece molecular cluster, C11H15N overall.

Geometry as XYZ:
```
27
Properties=species:S:1:pos:R:3:nbo_charge:R:1
C 2.278 -2.987 2.196 -0.613
C 3.297 -2.752 1.065 -0.611
H 2.372 -2.239 2.978 0.199
H 1.246 -2.969 1.835 0.196
H 2.436 -3.942 2.698 0.218
H 3.718 -3.709 0.751 0.219
H 4.118 -2.140 1.422 0.208
H 2.797 -2.249 0.236 0.185
C -3.808 1.828 -0.734 -0.671
C -0.216 1.300 -0.032 0.229
C -1.288 1.398 -0.930 -0.172
C -2.435 1.752 -0.178 0.138
C -1.958 1.980 1.143 0.119
C 1.167 0.242 -1.674 -0.098
C 0.995 0.779 -0.406 -0.221
C 0.073 0.277 -2.566 -0.209
C -1.122 0.858 -2.228 -0.092
N -0.679 1.660 1.244 -0.462
H 2.081 -0.239 -1.998 0.250
H 1.762 0.688 0.360 0.241
H 0.193 -0.130 -3.559 0.243
H -1.885 1.038 -2.975 0.239
H -0.119 1.872 2.060 0.450
H -2.576 2.193 2.000 0.247
H -4.519 2.402 -0.131 0.253
H -4.162 0.805 -0.852 0.264
H -3.765 2.284 -1.725 0.253
```

Summary:
* 2S+1: 2
* charge: +1
* HOMO-LUMO gap (alpha / beta): 0.34485 / 0.24358 hartree

---

[4]
Density functional theory data (ωB97M-V/def2-TZVPD) for C6H13N4OPS as an isolated structure.

Geometry as XYZ:
```
26
Properties=species:S:1:pos:R:3:nbo_charge:R:1
C -2.247 -0.142 -0.115 0.168
C 3.148 0.780 1.989 -0.616
C 0.713 -0.737 -2.080 -0.629
C -4.286 1.238 -0.994 -0.745
C 1.891 -0.257 1.879 -0.763
C 1.767 -0.301 -1.110 -0.775
N -2.726 -1.267 0.010 -0.345
N -1.986 -2.273 0.596 -0.075
N -0.869 -1.847 0.897 0.048
N -0.518 -0.665 0.670 -0.644
O 0.578 1.662 0.359 -1.092
P 0.848 0.231 0.401 2.090
S -2.569 1.486 -0.374 0.398
H 2.826 1.900 1.909 0.230
H 3.855 0.790 2.808 0.221
H 3.685 0.447 1.117 0.199
H 0.408 -1.729 -1.745 0.212
H -0.165 -0.152 -2.174 0.217
H 1.135 -0.753 -3.060 0.219
H -4.720 2.300 -0.919 0.241
H -4.753 0.715 -0.175 0.230
H -4.501 0.637 -1.912 0.246
H 1.202 -0.386 2.676 0.233
H 2.432 -1.216 1.676 0.226
H 2.373 0.723 -1.489 0.264
H 2.479 -1.184 -0.840 0.241
```

Summary:
* HOMO-LUMO gap: 0.35578 hartree

---

[5]
Density functional theory data (ωB97M-V/def2-TZVPD) for an isolated molecule of CH4NOPS.

Geometry as XYZ:
```
9
Properties=species:S:1:pos:R:3:nbo_charge:R:1
C -0.508 -0.443 -0.430 -0.381
O -0.106 1.184 -0.547 -0.417
N 0.972 1.414 0.299 -0.519
S 2.270 0.298 -0.082 0.094
P 0.996 -1.482 -0.101 0.458
H -1.314 -0.382 0.261 0.218
H -0.981 -0.638 -1.342 0.204
H 1.000 2.491 0.249 0.408
H 0.729 -1.509 1.167 -0.064
```

Summary:
* SMILES: C1ONSP1
* HOMO-LUMO gap: 0.31209 hartree

---

[6]
Density functional theory data (ωB97M-V/def2-TZVPD) for a 2-piece molecular cluster, C10H13FSi overall.

Geometry as XYZ:
```
25
Properties=species:S:1:pos:R:3:nbo_charge:R:1
C 3.497 1.080 -0.096 -0.221
C 3.027 0.280 -1.108 -0.208
C 3.159 0.931 1.272 -0.213
C 1.994 -0.667 -0.743 -0.202
C 2.149 0.053 1.579 -0.193
C 1.517 -0.737 0.551 -0.150
C -0.170 -2.728 1.153 -0.490
C 0.307 -1.515 0.883 -0.082
C -3.104 -0.269 -1.006 -1.125
C -1.018 1.923 0.223 -1.238
F -3.042 0.475 1.716 -0.657
Si -2.068 0.443 0.472 1.796
H 4.224 1.870 -0.160 0.204
H 3.335 0.466 -2.069 0.211
H 3.470 1.794 1.851 0.214
H 1.595 -1.264 -1.537 0.216
H 1.849 0.058 2.578 0.212
H -1.183 -2.833 1.368 0.209
H 0.525 -3.461 1.484 0.187
H -3.854 0.400 -1.369 0.238
H -2.516 -0.372 -1.830 0.237
H -3.702 -1.107 -0.604 0.252
H -0.104 1.498 -0.270 0.277
H -1.472 2.755 -0.425 0.258
H -0.599 2.220 1.221 0.269
```

Summary:
* HOMO-LUMO gap (alpha / beta): 0.26009 / 0.24955 hartree